1.
Below is a 2-piece molecular cluster, C9H14O overall at a distorted geometry, with properties calculated with ωB97M-V/def2-TZVPD.

Last column: Mulliken charge in e.
CARTESIAN COORDINATES (ANGSTROEM)
C (-0.7996, -0.1320, 2.4063)  -1.686
C (-0.4227, -0.8033, 1.1147)  0.906
C (-1.4068, -1.2747, 0.1962)  -0.535
C (-0.9669, -1.7478, -1.0088)  -0.658
C (0.3806, -2.1477, -1.0875)  0.510
O (0.7113, -3.0567, -2.1122)  -0.536
C (1.3777, -1.7192, -0.2585)  -0.567
C (0.9238, -0.9832, 0.8546)  -0.447
H (-1.7377, 0.4082, 2.4712)  0.383
H (0.0386, 0.3939, 2.8730)  0.335
H (-0.8946, -0.9776, 3.1312)  0.437
H (-2.4172, -1.0941, 0.5246)  0.394
H (-1.7002, -1.9615, -1.7731)  0.417
H (0.8122, -2.5009, -2.8886)  0.332
H (2.3437, -2.1990, -0.3226)  0.411
H (1.7010, -0.6231, 1.5230)  0.298
C (0.1872, 2.3193, 0.0301)  -0.480
C (0.2690, 2.8639, -1.4040)  -0.985
H (-0.8378, 2.0786, 0.3268)  0.215
H (0.9705, 1.5547, 0.0576)  0.060
H (0.6113, 2.9385, 0.8421)  0.367
H (1.2558, 2.6052, -1.8662)  0.266
H (0.0326, 3.8825, -1.6926)  0.330
H (-0.4318, 2.1759, -1.9372)  0.233

Cartesian forces, eV/Å:
0.38 -1.75 1.41
-0.08 0.24 -0.21
1.55 1.73 1.36
-0.20 -0.92 0.65
-0.23 -0.43 -1.86
-0.06 0.72 0.16
-1.50 -0.42 1.19
0.78 -0.37 -0.33
0.06 0.27 -0.38
-0.22 0.48 -0.50
-0.34 0.45 -0.25
-0.41 -0.08 -0.62
0.27 -0.43 -0.22
0.12 -0.26 -0.45
0.23 0.49 -0.14
-0.34 0.12 0.24
1.43 1.28 0.54
0.10 -1.76 -1.03
0.45 -0.53 -0.09
-1.09 -0.81 0.06
-0.45 0.59 -0.49
-0.62 0.45 0.50
-0.20 0.19 0.56
0.37 0.76 -0.10

As for the max |F|: 2.69 eV Å⁻¹. For the orbital gap, the calculation gives 9.476 eV. The calculation puts the LUMO energy at 0.85 eV. The value obtained for the energy above the lowest of the compared OMol25 structures with the same formula, charge and spin is 129.2 kJ/mol. Its HOMO energy is -8.63 eV.

***

2.
Below is a 2-piece molecular cluster, C3H10NS2 overall at a distorted geometry, with properties calculated with ωB97M-V/def2-TZVPD.

Last column: Mulliken charge in e.
CARTESIAN COORDINATES (ANGSTROEM)
C (1.7795, -1.1118, -1.1751)  -1.194
C (-1.0425, 1.6459, 0.5332)  -0.799
C (1.3932, -0.6287, 0.1518)  0.604
N (-0.6191, 0.6005, -0.3406)  -0.396
S (2.2564, 0.7418, 0.6764)  0.000
S (0.3822, -1.6922, 1.1399)  -0.031
H (0.7997, -1.5074, -1.4836)  0.365
H (1.9170, -0.3068, -1.8858)  0.372
H (2.5626, -1.8917, -1.3477)  0.312
H (-1.7373, 2.3273, 0.0967)  0.375
H (-1.5630, 1.2398, 1.4594)  0.288
H (-0.1686, 2.2934, 0.9984)  0.177
H (-0.4472, 0.9412, -1.2197)  0.244
H (-1.4401, -0.1001, -0.3443)  0.325
H (1.6149, 0.9339, 1.9282)  0.192
H (0.2427, -1.1070, 2.2966)  0.169

Cartesian forces, eV/Å:
-1.57 -0.96 -1.50
1.04 1.24 3.50
-0.02 0.68 2.61
-2.11 -2.74 1.99
-0.81 -0.13 1.62
1.04 -1.08 -1.82
0.44 -0.61 -0.57
0.51 0.40 0.15
-0.62 0.64 0.87
-0.42 0.62 -0.43
0.62 0.20 -1.19
-1.36 -1.23 -1.25
0.19 0.91 -2.79
1.94 1.25 -0.57
0.82 -0.26 -1.41
0.32 1.06 0.79

As for the max |F|: 3.99 eV Å⁻¹. Its charge is +1. For the orbital gap, the calculation gives 8.539 eV. The calculation puts the LUMO energy at -5.27 eV. The value obtained for the energy above the lowest of the compared OMol25 structures with the same formula, charge and spin is 247.5 kJ/mol. Its HOMO energy is -13.81 eV.

***

3.
Below is a 2-piece molecular cluster, C13H20BrF4IN2O5P overall at a distorted geometry, with properties calculated with ωB97M-V/def2-TZVPD.

Last column: Mulliken charge in e.
CARTESIAN COORDINATES (ANGSTROEM)
C (-4.4690, -0.1926, -1.3091)  -1.089
C (-3.4882, 0.5653, -0.3993)  -0.164
C (-3.3296, 0.0127, 1.0364)  -0.810
Br (-4.9944, -0.0306, 2.0124)  0.015
C (-2.5128, -1.2361, 1.0546)  0.413
N (-2.8255, -2.4949, 1.0364)  -0.443
I (-4.6844, -3.3629, 0.9726)  0.353
C (-1.6175, -3.3681, 1.0290)  0.080
C (-1.7963, -4.7364, 0.3710)  -1.180
C (-0.4514, -5.2700, -0.0525)  0.304
O (0.4860, -5.4723, 0.6412)  -0.446
F (-0.3917, -5.4629, -1.3789)  -0.250
C (-0.6038, -2.4136, 0.3401)  0.063
N (-1.0022, -2.2312, -1.0546)  -0.501
C (-0.9864, -1.1354, 1.1085)  -0.152
P (-0.1934, 0.5027, 0.7580)  0.116
O (1.2056, 0.2782, 1.5643)  -0.418
O (0.1881, 0.3697, -0.8236)  -0.556
H (-5.4447, 0.2915, -1.3139)  0.371
H (-4.0879, -0.1862, -2.3339)  0.357
H (-4.5756, -1.2380, -1.0234)  0.129
H (-3.8469, 1.5892, -0.2572)  0.532
H (-2.5016, 0.6092, -0.8694)  0.149
H (-2.7206, 0.7453, 1.5758)  0.406
H (-1.2826, -3.4826, 2.0658)  0.370
H (-2.4671, -4.6928, -0.4899)  0.559
H (-2.2312, -5.4453, 1.0834)  0.547
H (0.4299, -2.7449, 0.4763)  0.602
H (-0.5641, -1.3977, -1.4336)  0.235
H (-0.6744, -2.9991, -1.6320)  0.273
H (-0.7691, -1.2970, 2.1777)  0.419
H (1.4346, -0.6610, 1.6512)  0.338
H (0.2715, 1.2554, -1.2049)  0.348
C (3.0617, 2.5428, 0.5024)  -0.746
C (4.1786, 2.5504, -0.5181)  -0.396
O (4.3449, 3.8557, -1.1028)  -0.331
C (5.0657, 4.7173, -0.3931)  0.333
O (5.5805, 4.5205, 0.6653)  -0.500
C (5.1865, 6.0503, -1.1625)  0.914
F (4.0085, 6.4132, -1.6816)  -0.247
F (6.0624, 5.9092, -2.1638)  -0.247
F (5.6100, 7.0121, -0.3546)  -0.232
H (2.1347, 2.9127, 0.0550)  0.197
H (2.8922, 1.5365, 0.8697)  0.270
H (3.2998, 3.1938, 1.3430)  0.355
H (3.9515, 1.8959, -1.3578)  0.319
H (5.1196, 2.2219, -0.0793)  0.344

Cartesian forces, eV/Å:
0.37 0.12 -0.13
-0.43 -0.07 0.03
0.23 0.14 -0.02
-0.02 0.00 0.01
0.37 -0.41 -0.09
-0.43 0.43 0.17
0.04 -0.04 0.09
0.91 0.06 -0.35
-0.52 -0.01 -0.08
0.36 -0.06 0.45
-0.34 0.11 -0.22
0.01 -0.06 -0.11
-0.62 0.03 -0.10
0.34 -0.14 -0.02
-0.16 -0.37 -0.44
-0.18 1.43 0.70
-0.55 -0.96 -0.12
0.10 -0.31 -0.12
-0.01 -0.20 0.09
-0.12 0.03 0.12
-0.07 0.04 -0.02
0.25 -0.05 -0.11
-0.03 0.02 0.14
-0.14 -0.14 0.00
-0.18 -0.14 0.00
0.19 0.11 0.04
0.12 0.07 -0.08
-0.06 0.04 0.24
-0.04 -0.05 0.04
-0.11 -0.05 0.03
0.08 0.14 -0.01
0.41 0.25 0.02
0.04 -0.14 -0.05
0.07 0.32 -0.09
-0.07 -0.30 0.04
0.05 0.05 -0.03
-0.04 -0.08 -0.02
0.00 0.03 0.02
-0.01 0.01 0.05
0.02 0.03 0.00
-0.01 0.02 -0.02
0.00 -0.01 -0.04
0.00 -0.03 -0.03
0.11 0.03 0.01
0.03 -0.06 0.03
-0.01 0.09 -0.06
0.03 0.12 0.03

As for the max |F|: 1.60 eV Å⁻¹. Its charge is +1. For the orbital gap, the calculation gives 8.163 eV. The calculation puts the LUMO energy at -4.76 eV. Its HOMO energy is -12.92 eV.

***

4.
Below is a 2-piece molecular cluster, C4H13N2O overall at a distorted geometry, with properties calculated with ωB97M-V/def2-TZVPD.

Last column: Mulliken charge in e.
CARTESIAN COORDINATES (ANGSTROEM)
C (1.0116, 1.7267, 1.9577)  -1.180
C (1.5224, 0.4533, 1.3370)  -0.452
C (0.3897, -0.0487, 0.4009)  0.892
C (-0.3708, -1.1433, 0.5902)  -0.869
N (-1.3834, -1.6124, -0.4080)  -0.294
N (0.1740, 0.8151, -0.6313)  -0.471
H (0.5821, 2.5620, 1.4584)  0.350
H (1.7434, 2.0867, 2.6451)  0.362
H (0.1847, 1.6625, 2.6956)  0.343
H (1.5001, -0.3958, 2.1217)  0.225
H (2.5065, 0.3699, 0.9372)  0.360
H (-0.0889, -1.8946, 1.3598)  0.321
H (-2.1847, -2.1875, 0.0862)  0.402
H (-1.6678, -0.7233, -0.9504)  0.361
H (-0.9330, -2.3180, -1.0726)  0.381
H (0.0183, 0.4067, -1.5377)  0.107
H (0.5035, 1.7157, -0.7300)  0.187
H (-0.5751, -0.6155, -3.9071)  0.270
H (-1.8783, -0.3019, -3.2009)  0.259
O (-1.0543, -0.5577, -3.1518)  -0.553

Cartesian forces, eV/Å:
-0.31 0.44 2.56
-3.63 -3.37 1.68
1.11 1.19 -0.24
1.12 -1.37 0.95
-0.26 -0.65 0.21
-1.63 -2.38 -1.50
0.51 0.55 -1.67
0.98 0.69 0.13
0.13 -1.34 -0.41
0.36 1.59 -0.60
0.49 0.63 -0.83
-0.50 0.67 -0.77
1.61 1.95 -1.25
-0.01 -1.94 0.81
-0.79 1.43 0.66
-0.33 -0.04 -0.24
1.23 1.92 0.60
1.57 -0.06 -3.78
-6.47 2.18 -1.48
4.83 -2.11 5.16

As for the max |F|: 7.37 eV Å⁻¹. Its charge is +1. For the orbital gap, the calculation gives 9.437 eV. The calculation puts the LUMO energy at -3.42 eV. The value obtained for the energy above the lowest of the compared OMol25 structures with the same formula, charge and spin is 310.0 kJ/mol. Its HOMO energy is -12.86 eV.